No. 1
The following is a DFT calculation (ωB97M-V with the def2-TZVPD basis set) of the molecule C2H5N3O2 at a distorted geometry.

Summary:
**LUMO level**: 0.38 eV
**Kohn-Sham gap**: 10.3527 eV
**Energy relative to the best compared isomer or geometry (same formula, charge and spin)**: 183.76 kJ/mol
**Charge**: 0
**Electronic energy**: -393.9493 hartree
**SMILES string**: [H]/N=C\N(N)C(=O)O

Positions of all 12 atoms, in Å:
H1 -1.160 -0.295 2.196
N1 -1.728 -0.667 1.439
C1 -1.239 -0.569 0.299
N2 -0.017 -0.021 -0.112
N3 0.339 -0.017 -1.482
C2 0.916 0.543 0.768
O1 0.737 0.602 1.950
O2 2.003 0.998 0.159
H2 -1.808 -0.954 -0.547
H3 -0.345 0.508 -2.025
H4 0.377 -0.970 -1.841
H5 1.924 0.841 -0.803


No. 2
The following is a DFT calculation (ωB97M-V with the def2-TZVPD basis set) of C2H5N3O3 as an isolated structure at a distorted geometry.

Summary:
**LUMO level**: -0.32 eV
**Kohn-Sham gap**: 7.8341 eV
**Energy relative to the best compared isomer or geometry (same formula, charge and spin)**: 602.85 kJ/mol
**Charge**: 0
**Electronic energy**: -468.9711 hartree

Positions of all 13 atoms, in Å:
C1 -0.139 -0.210 -0.118
C2 -1.465 -1.002 0.060
H1 2.530 0.205 0.220
H2 2.684 -1.703 0.164
H3 1.069 1.139 -0.577
H4 -1.027 1.858 1.410
H5 -2.190 0.695 -0.798
N1 2.124 -0.835 -0.156
N2 0.819 -1.065 -0.366
N3 0.281 1.036 0.024
O1 -0.723 2.224 0.250
O2 -2.410 -0.246 -0.722
O3 -1.554 -2.097 0.608


No. 3
The following is a DFT calculation (ωB97M-V with the def2-TZVPD basis set) of the molecule C2H5N3O3 at a distorted geometry.

Summary:
**LUMO level**: 0.45 eV
**Kohn-Sham gap**: 9.5124 eV
**Energy relative to the best compared isomer or geometry (same formula, charge and spin)**: 567.62 kJ/mol
**Charge**: 0
**Electronic energy**: -468.9845 hartree
**SMILES string**: CN/N=[N+](\[O-])OC=O

Positions of all 13 atoms, in Å:
C1 0.297 0.239 1.011
N1 0.456 0.328 -0.425
N2 0.058 -0.750 -1.138
N3 0.798 -1.003 -2.186
O1 1.775 -0.441 -2.604
O2 0.058 -1.791 -2.937
C2 -1.271 -1.595 -2.451
O3 -1.892 -2.560 -2.148
H1 0.456 -0.821 1.228
H2 0.947 0.865 1.691
H3 -0.759 0.649 1.289
H4 1.303 0.719 -0.685
H5 -1.578 -0.629 -2.388


No. 4
The following is a DFT calculation (ωB97M-V with the def2-TZVPD basis set) of C2H5N3O3 as an isolated structure at a distorted geometry.

Summary:
**LUMO level (alpha / beta)**: -0.31 / -0.31 eV
**Kohn-Sham gap (alpha / beta)**: 8.5629 / 8.5636 eV
**Energy relative to the best compared isomer or geometry (same formula, charge and spin)**: 303.45 kJ/mol
**Charge**: 0
**Electronic energy**: -469.0851 hartree

Positions of all 13 atoms, in Å:
C1 0.935 0.196 0.856
C2 -0.059 -0.342 -0.831
N1 0.391 -0.433 1.851
N2 0.351 0.484 -1.868
N3 -1.352 -0.136 -0.339
O1 -1.766 -0.969 0.487
O2 1.840 0.918 0.608
O3 -1.956 0.881 -0.640
H1 0.242 -1.381 -0.878
H2 -0.500 -0.929 1.678
H3 0.705 -0.307 2.802
H4 -0.177 1.353 -1.860
H5 1.348 0.665 -1.865


No. 5
The following is a DFT calculation (ωB97M-V with the def2-TZVPD basis set) of C2H5N3OS as an isolated structure at a distorted geometry.

Summary:
**LUMO level**: -1.26 eV
**Kohn-Sham gap**: 7.5839 eV
**Energy relative to the best compared isomer or geometry (same formula, charge and spin)**: 901.23 kJ/mol
**Charge**: 0
**Electronic energy**: -716.5974 hartree

Positions of all 12 atoms, in Å:
C1 0.653 -0.498 0.312
C2 -0.414 1.012 -1.369
H1 1.534 -0.450 2.359
H2 2.038 0.633 1.394
H3 -0.212 -1.958 1.971
H4 -1.513 -0.841 -1.152
H5 -2.448 0.635 -1.427
N1 2.014 -0.344 0.787
N2 -0.309 -1.380 0.874
N3 -1.314 0.055 -1.622
O1 0.803 0.411 -0.910
S1 -0.832 2.727 -1.217


No. 6
The following is a DFT calculation (ωB97M-V with the def2-TZVPD basis set) of the molecule C2H5N3OS at a distorted geometry.

Summary:
**LUMO level**: -0.03 eV
**Kohn-Sham gap**: 8.3882 eV
**Energy relative to the best compared isomer or geometry (same formula, charge and spin)**: 382.06 kJ/mol
**Charge**: 0
**Electronic energy**: -716.7952 hartree
**SMILES string**: N/N=C(/N)C(=O)S

Positions of all 12 atoms, in Å:
N1 0.458 1.804 0.100
N2 -0.754 1.049 0.060
C1 -0.698 -0.278 -0.182
N3 -1.915 -0.974 -0.309
C2 0.618 -1.215 -0.042
O1 0.500 -2.344 0.349
S1 2.419 -0.492 -0.136
H1 0.495 2.863 0.054
H2 0.897 1.550 0.997
H3 -1.753 -2.096 -0.346
H4 -2.764 -0.612 0.333
H5 2.497 0.746 -0.876


No. 7
The following is a DFT calculation (ωB97M-V with the def2-TZVPD basis set) of C2H5N3OS2 as an isolated structure at a distorted geometry.

Summary:
**LUMO level**: 0.50 eV
**Kohn-Sham gap**: 9.3801 eV
**Energy relative to the best compared isomer or geometry (same formula, charge and spin)**: 160.70 kJ/mol
**Charge**: 0
**Electronic energy**: -1115.0333 hartree

Positions of all 13 atoms, in Å:
C1 1.925 -0.656 -0.108
C2 -1.092 0.833 0.220
H1 2.487 -1.480 1.597
H2 1.977 0.033 1.760
H3 1.524 0.734 -1.776
H4 -1.838 1.531 0.578
H5 -2.658 -2.096 0.054
N1 1.606 -0.812 1.237
N2 1.499 0.579 -0.690
N3 -1.262 -0.285 -0.250
O1 2.479 -1.555 -0.652
S1 0.484 1.681 0.072
S2 -2.935 -0.663 -0.056


No. 8
The following is a DFT calculation (ωB97M-V with the def2-TZVPD basis set) of the molecule C2H5N3OS2 at a distorted geometry.

Summary:
**LUMO level**: 0.43 eV
**Kohn-Sham gap**: 8.7106 eV
**Energy relative to the best compared isomer or geometry (same formula, charge and spin)**: 418.08 kJ/mol
**Charge**: 0
**Electronic energy**: -1114.9353 hartree
**SMILES string**: ONC1=NSCSN1

Positions of all 13 atoms, in Å:
O1 2.057 -1.161 1.589
N1 0.862 -0.546 1.756
C1 0.428 -0.169 0.516
N2 1.111 -0.260 -0.519
S1 0.505 0.199 -2.107
C2 -1.201 0.314 -1.907
S2 -1.483 1.637 -0.533
N3 -0.721 0.586 0.662
H1 2.351 -0.902 0.762
H2 0.805 0.295 2.346
H3 -1.825 0.176 -3.001
H4 -1.606 -0.487 -1.226
H5 -1.284 0.320 1.661


No. 9
The following is a DFT calculation (ωB97M-V with the def2-TZVPD basis set) of the molecule C2H5N3S at a distorted geometry.

Summary:
**LUMO level**: 0.90 eV
**Kohn-Sham gap**: 9.6516 eV
**Energy relative to the best compared isomer or geometry (same formula, charge and spin)**: 157.43 kJ/mol
**Charge**: 0
**Electronic energy**: -641.6241 hartree
**SMILES string**: [H]/N=C(\N)SN=C

Positions of all 11 atoms, in Å:
H1 -0.016 -0.321 -3.261
N1 -0.562 0.163 -2.530
C1 -0.127 -0.191 -1.377
N2 0.864 -0.996 -0.940
S1 -1.099 0.661 -0.011
N3 -0.170 0.280 1.312
C2 -0.431 0.822 2.419
H2 1.396 -1.536 -1.590
H3 1.164 -1.049 0.036
H4 0.182 0.562 3.275
H5 -1.201 1.605 2.667


No. 10
The following is a DFT calculation (ωB97M-V with the def2-TZVPD basis set) of the molecule C2H5N3S at a distorted geometry.

Summary:
**LUMO level**: 0.76 eV
**Kohn-Sham gap**: 8.7886 eV
**Energy relative to the best compared isomer or geometry (same formula, charge and spin)**: 263.96 kJ/mol
**Charge**: 0
**Electronic energy**: -641.5835 hartree
**SMILES string**: C=NN/C=N\S

Positions of all 11 atoms, in Å:
C1 -1.783 -0.937 0.001
N1 -0.555 -0.620 -0.012
N2 -0.260 0.703 -0.007
C2 1.035 1.215 -0.008
N3 2.190 0.688 -0.002
S1 2.606 -0.937 -0.005
H1 -2.624 -0.251 0.001
H2 -2.017 -1.975 -0.012
H3 -1.003 1.368 0.011
H4 0.997 2.316 0.007
H5 1.414 -1.571 0.027